{"formula": "C9H13N5", "method": "ωB97M-V with the def2-TZVPD basis set", "elements": ["N", "N", "N", "N", "N", "C", "C", "C", "C", "C", "C", "C", "C", "C", "H", "H", "H", "H", "H", "H", "H", "H", "H", "H", "H", "H", "H"], "xyz": [[2.4162, 1.5976, -0.2012], [-2.6538, -0.8340, 0.3135], [-1.7115, -0.2062, 2.0155], [-1.3750, -0.6340, -0.1698], [-2.8498, -0.4535, 1.5674], [-0.8149, -0.2339, 0.9264], [3.1758, -0.6450, 0.7562], [-4.6526, 1.0108, -1.9027], [0.9301, 1.2464, -0.3348], [1.6468, -1.0209, 0.7500], [3.4505, 0.5580, -0.2595], [0.6701, 0.2494, 0.8347], [-4.3526, 0.0751, -1.2551], [-3.7609, -1.2174, -0.6507], [-3.2357, -1.6952, -1.4889], [3.4085, 0.0446, -1.2557], [3.7277, -1.6114, 0.6716], [0.3411, 2.1660, -0.2941], [-4.9215, 1.9284, -2.3733], [0.7453, 0.7293, -1.2713], [2.7245, 2.3308, -0.8420], [4.4459, 1.0981, -0.2597], [1.5138, -1.6222, 1.6465], [0.8627, 0.7849, 1.8065], [3.3528, -0.3428, 1.7596], [-4.6004, -1.7835, -0.3142], [1.5170, -1.5196, -0.1747]], "atomic_forces_ev_per_a": [[-0.7, 0.5, 0.3], [-1.9, -0.6, -2.5], [3.3, 2.0, 0.4], [-2.7, -0.6, 1.2], [-0.8, -2.0, -1.6], [1.9, 0.8, 0.4], [-0.9, 0.9, -0.2], [-0.8, 2.3, -1.0], [2.4, -0.9, 0.8], [0.9, 2.4, 0.5], [-0.3, -1.7, -1.0], [-0.4, -0.6, 1.5], [1.7, -3.6, 1.6], [1.0, 3.4, -1.2], [-0.3, -0.1, 0.5], [0.2, 0.3, 0.3], [0.0, 1.0, -0.7], [0.1, -0.2, 0.2], [-0.1, -0.2, -0.1], [-0.2, -0.1, -0.3], [-0.6, -0.2, 0.3], [-1.0, -0.9, 0.6], [-0.4, -0.4, -0.3], [0.0, -0.5, -0.9], [0.5, 0.7, 1.0], [0.1, -0.7, 1.0], [-0.9, -0.9, -0.8]], "de_lowest_kcal_mol": 97.1, "lumo_energy_ev": 0.9, "energy_ev": -16989.815, "homo_energy_ev": -8.6, "smiles": "C#CCn1nnc([C@H]2CCCNC2)n1"}